1.
Below is an isolated ion of composition C6H12O3PS and charge -1, with properties calculated with ωB97M-V with the def2-TZVPD basis set.

Summary:
E_LUMO in eV: 3.44

ORCA input file:
```
! RIJCOSX wB97M-V def2-TZVPD def2/J DEFGRID3
* xyz -1 1
C 2.85313 -0.56014 1.25771
C 1.63470 -0.91342 0.90962
P 0.91763 -0.64212 -0.83186
S 0.83553 -2.88769 -1.06519
C 0.87457 1.33165 -0.65504
C -0.51600 1.77090 -0.79843
O -1.01590 2.14509 -1.82211
O -1.23964 1.76426 0.41708
C -2.49055 1.19880 0.38348
C -2.67235 -0.09782 1.11224
O -3.42105 1.72947 -0.16861
H 3.51587 -0.17787 0.49952
H 3.16777 -0.62431 2.28381
H 0.98111 -1.36351 1.64234
H 2.26298 -0.59945 -1.37512
H 0.33113 -0.45824 -2.15080
H -0.41243 -0.69846 -0.26832
H -0.14190 -3.03154 -1.97007
H 1.46381 1.71783 -1.46997
H 1.21090 1.65859 0.31792
H -1.78480 -0.39135 1.64302
H -3.52637 -0.03328 1.76325
H -2.82813 -0.83740 0.34554
*
```



2.
Below is C23H31BBeBr2Cl4F7KN5O10P2S3 as an isolated structure, with properties calculated with ωB97M-V with the def2-TZVPD basis set.

Summary:
E_LUMO in eV: -9.55

ORCA input file:
```
! RIJCOSX wB97M-V def2-TZVPD def2/J DEFGRID3
* xyz 1 1
N 1.14449 -2.86205 -0.33828
P 1.07904 -2.79905 -1.95150
C -0.42803 -1.88983 -2.38565
C -1.50840 -2.52130 -2.97523
C -2.68873 -1.82150 -3.27697
P -4.20959 -2.63804 -4.03939
O -5.43156 -1.72029 -3.37673
O -4.30061 -4.02625 -3.18817
C -2.79693 -0.44870 -2.99797
C -1.69846 0.15972 -2.40218
C -0.53468 -0.53818 -2.10502
N 0.60557 0.10631 -1.50010
Cl 1.45170 1.11316 -2.65920
C 0.27928 0.85471 -0.31602
C 1.04256 0.62171 0.81326
C 0.77205 1.32854 1.97690
C 1.61891 1.03305 3.22975
N 1.17466 1.77176 4.41608
C -0.23609 2.28264 2.03843
C -1.05752 2.55696 0.89658
C -0.76048 1.76867 -0.32901
S -1.65844 1.87790 -1.92273
H 0.32295 -2.37033 0.01327
H 2.23624 -2.11720 -2.42348
H 0.98810 -4.10669 -2.45431
H -1.44620 -3.58610 -3.18905
H -5.17115 -1.56158 -2.45583
H -4.05103 -3.78953 -2.28129
H -3.70135 0.11217 -3.22243
H 1.84180 -0.11234 0.72270
H 2.69475 1.12836 3.06117
H 1.44676 -0.03425 3.46700
H 0.20488 1.56388 4.61890
H 1.25344 2.76769 4.23496
H -0.43142 2.82394 2.96143
H -1.88502 3.34486 0.92557
K -3.27977 2.22004 0.78616
B -2.08317 -6.61451 -3.02109
F -1.63339 -6.41871 -1.68811
F -1.44986 -7.72606 -3.57703
F -3.46887 -6.80982 -3.02510
F -1.80157 -5.43756 -3.77519
Br -0.35591 4.25570 5.99613
C 0.79084 4.11432 7.56885
C -0.00067 3.73678 8.79281
Br -1.00442 5.24785 9.48214
H 1.30118 5.06694 7.66984
H 1.51758 3.33997 7.32658
H 0.66763 3.44101 9.59929
H -0.71629 2.94111 8.60631
F 1.65355 -3.45746 -4.50719
C 2.59345 -3.31767 -5.46411
C 2.47050 -3.95294 -6.67681
C 3.46898 -3.76791 -7.62618
C 4.57093 -2.96383 -7.34245
C 4.67495 -2.33810 -6.10908
C 3.67066 -2.52078 -5.17483
H 1.60996 -4.57962 -6.87335
H 3.38823 -4.25236 -8.58929
H 5.34606 -2.82792 -8.08390
H 5.53311 -1.71512 -5.88067
H 3.68625 -2.04982 -4.17850
Be 4.49017 -0.98479 -3.08542
C 4.66368 -5.28726 -1.16774
Cl 6.10215 -4.31205 -1.50083
Cl 3.19467 -4.34161 -1.49730
Cl 4.67393 -6.76494 -2.11037
H 4.66294 -5.54783 -0.11683
C -2.22482 3.63139 -5.94146
O -2.91011 3.36566 -4.92342
O -1.08906 2.89087 -6.07735
O -2.48180 4.47440 -6.79629
H -1.19178 2.35119 -5.27058
N -2.68399 7.19181 4.47632
S -3.34398 8.44719 5.20936
O -3.81170 8.20443 6.53157
O -4.11287 9.31151 4.38129
F -2.01880 9.27631 5.45260
S -3.71483 6.07902 4.11228
O -3.06651 4.84445 3.75648
O -4.83624 6.44537 3.31342
F -4.37183 5.69862 5.50388
O 3.39238 -0.59356 5.57361
H 3.72798 -1.08568 4.81650
H 2.79422 0.06151 5.19954
N -0.63204 -1.04832 4.86680
H 0.01203 -0.78063 5.62112
H -1.58833 -0.79710 5.13145
H -0.37192 -0.55688 4.00686
H -0.57500 -2.05941 4.71382
*
```



3.
Below is C30H29F5IrN2O4P2S2 as an isolated structure, with properties calculated with ωB97M-V with the def2-TZVPD basis set.

Summary:
<S²>: 0.758
E_LUMO (alpha / beta) in eV: -7.58 / -8.86

ORCA input file:
```
! RIJCOSX wB97M-V def2-TZVPD def2/J DEFGRID3
* xyz 2 2
Ir 0.19031 0.39223 0.12196
C -0.59362 1.00753 3.43958
P 0.58076 0.14772 2.36944
C 2.19419 0.69694 2.95295
C 0.41847 -1.63269 2.68939
C 1.00130 -2.23519 3.79567
C 0.87058 -3.60540 3.99070
C 0.15609 -4.37516 3.08626
C -0.43976 -3.78139 1.97957
C -0.31056 -2.41479 1.77668
P -1.07511 -1.55126 0.38660
C -1.28077 -2.68393 -0.99879
C -2.77263 -1.14944 0.88373
H -0.39104 0.71295 4.47083
H -1.62910 0.76354 3.21153
H -0.44501 2.08342 3.33490
H 2.20010 0.72900 4.04277
H 2.37592 1.70146 2.57096
H 2.97788 0.02961 2.59886
H 1.57332 -1.65027 4.50549
H 1.33734 -4.07173 4.84751
H 0.06279 -5.44177 3.23820
H -0.99432 -4.39498 1.28042
H -2.03897 -3.42667 -0.74460
H -0.34176 -3.19061 -1.22137
H -1.62095 -2.13285 -1.87447
H -3.24549 -2.06579 1.24277
H -3.33670 -0.77122 0.02989
H -2.79604 -0.41790 1.68795
O -4.01704 5.21979 -3.61450
C -3.53258 4.46065 -4.69910
N -2.76250 3.39656 -4.08685
C -1.81008 2.74157 -4.77789
O -1.52684 2.98330 -5.93187
C -1.07559 1.63184 -4.05856
C -0.46347 0.67330 -4.85471
C 0.19545 -0.37530 -4.23940
C 0.25549 -0.40283 -2.86291
N -0.26966 0.55219 -2.07724
C -0.94542 1.54458 -2.68299
H -4.75695 5.76106 -3.91023
H -2.87063 5.03347 -5.34936
H -4.35350 4.04631 -5.29056
H -3.07074 3.09099 -3.17832
H -0.53058 0.76933 -5.93079
H 0.66082 -1.16817 -4.80856
H 0.74088 -1.22477 -2.36139
H -1.37148 2.30041 -2.04033
F 5.66971 1.47019 -3.95920
C 4.83035 0.95059 -3.09602
C 4.53994 1.62883 -1.91809
F 5.11540 2.78823 -1.65955
C 3.65402 1.07138 -1.01803
F 3.42157 1.71149 0.12604
C 3.02353 -0.14628 -1.27246
S 1.97831 -0.89400 -0.07440
C 3.36071 -0.82046 -2.44492
F 2.82023 -2.01279 -2.70063
C 4.24428 -0.28289 -3.35828
F 4.53007 -0.92991 -4.47280
O -5.59584 5.11554 -0.98426
C -5.08257 3.88256 -1.05291
O -5.73558 2.95025 -1.42452
C -3.64897 3.69083 -0.63019
C -2.63895 4.62496 -0.88388
C -1.32110 4.33936 -0.57159
C -1.00444 3.13118 0.05519
S 0.66064 2.70134 0.38763
C -2.02591 2.23041 0.36054
C -3.33434 2.48420 -0.02456
H -4.99034 5.73869 -0.56396
H -2.86916 5.55187 -1.39525
H -0.53682 5.03872 -0.82947
H -1.79867 1.33855 0.94313
H -4.12936 1.77612 0.17233
*
```



4.
Below is C26H35O5OsS as an isolated structure, with properties calculated with ωB97M-V with the def2-TZVPD basis set.

Summary:
<S²>: 6.029
E_LUMO (alpha / beta) in eV: -3.33 / -7.65

ORCA input file:
```
! RIJCOSX wB97M-V def2-TZVPD def2/J DEFGRID3
* xyz 1 5
O 3.57710 -1.24877 -0.44924
C 3.14544 -1.20475 -1.85727
C 3.44685 -2.68580 -2.06447
H 3.78957 -0.51581 -2.40745
H 2.10218 -0.88753 -2.01016
C 3.72214 -2.69161 -0.54668
H 4.32755 -2.83855 -2.68216
H 2.63549 -3.37422 -2.35248
C 5.09884 -3.13299 -0.09915
H 5.84492 -2.36312 -0.31803
H 5.39531 -4.06449 -0.60469
H 5.07259 -3.27096 0.99185
C 2.63461 -3.38500 0.23260
H 1.65396 -3.06954 -0.13722
H 2.72993 -3.10971 1.28762
H 2.69226 -4.47315 0.12118
Os -1.29649 -0.16347 -0.17297
C -2.87255 -0.76852 -1.52249
C -2.49611 0.55699 -1.85476
C -1.12326 0.55330 -2.23960
H -3.14476 1.42170 -1.82789
C -0.64703 -0.78813 -2.13060
C -1.73639 -1.59822 -1.70378
H -1.67906 -2.66818 -1.53342
H -3.85107 -1.07204 -1.15699
H -0.53505 1.41739 -2.51407
H 0.34858 -1.12755 -2.36544
C -2.37811 -0.42081 1.75722
C -2.03080 -1.66998 1.20326
C -0.61153 -1.72612 1.10882
H -2.72764 -2.43956 0.89166
C -0.08672 -0.49120 1.58823
C -1.19095 0.31301 1.97831
H -1.14144 1.33324 2.33762
H -3.38879 -0.06337 1.91447
H -0.02640 -2.57085 0.77332
H 0.96289 -0.22036 1.63411
O 4.32379 1.40790 -1.25255
C 5.63206 0.74159 -1.33065
C 6.77189 1.74478 -1.60097
H 5.59941 -0.00168 -2.15563
H 5.79645 0.18832 -0.38454
C 6.06161 3.08703 -1.80419
H 7.32704 1.43953 -2.49256
H 7.46606 1.78454 -0.75173
C 4.61820 2.82764 -1.32989
H 6.10954 3.37984 -2.85850
H 6.54858 3.85292 -1.19903
H 3.89708 3.33064 -1.98567
H 4.50934 3.27616 -0.32691
C -7.44201 -0.08939 3.67333
C -6.51116 0.72024 2.82387
C -5.53237 1.52212 3.42463
C -4.68331 2.30784 2.65266
C -4.79476 2.26510 1.25746
C -5.77477 1.47797 0.64011
C -6.62612 0.71013 1.43036
S -3.63782 3.22980 0.26408
O -4.12624 3.03572 -1.10489
O -3.67408 4.54994 0.81747
O -2.34468 2.51201 0.49735
H -6.92315 -0.46388 4.56049
H -8.29471 0.51002 4.01541
H -7.83765 -0.93445 3.10373
H -5.44840 1.53066 4.51278
H -3.95321 2.97126 3.11159
H -5.87355 1.49919 -0.44082
H -7.39910 0.09522 0.96395
*
```



5.
Below is C3H7NS2 in the gas phase, with properties calculated with ωB97M-V with the def2-TZVPD basis set.

Summary:
E_LUMO in eV: -0.35

ORCA input file:
```
! RIJCOSX wB97M-V def2-TZVPD def2/J DEFGRID3
* xyz 0 1
N -1.34453 0.33446 -2.26539
C -0.36067 1.06360 -1.40044
C -0.85598 1.20095 0.05033
S -1.00994 -0.45237 0.78990
C 0.58805 -1.09535 0.92641
S 2.04583 -0.35601 0.76106
H -1.48403 -0.58399 -1.83223
H -0.87758 0.10906 -3.16365
H -0.17422 2.07758 -1.76890
H 0.64407 0.61298 -1.36618
H -0.21532 1.83532 0.62574
H -1.81676 1.68677 0.02486
H 0.53282 -2.15995 1.06492
*
```



6.
Below is C19H26NO7P2PtSi as an isolated structure, with properties calculated with ωB97M-V with the def2-TZVPD basis set.

Summary:
E_LUMO (alpha / beta) in eV: 2.46 / 2.46

ORCA input file:
```
! RIJCOSX wB97M-V def2-TZVPD def2/J DEFGRID3
* xyz -1 1
Pt -0.03042 0.03711 -0.01595
O -0.45360 2.96854 2.79727
P 0.29479 1.57484 2.54178
O 1.32211 1.29344 3.56489
O -0.76222 0.57393 2.17200
O 1.14035 1.85995 1.11351
P 0.94660 2.85485 -0.20709
O 2.48649 2.83181 -0.72672
O 0.58975 4.23720 0.16227
O 0.12517 2.04155 -1.17239
H 0.15030 3.59065 3.22085
H 2.79836 3.74390 -0.68768
C -1.05947 -1.40202 -0.95133
Si -0.20835 -2.95430 -0.48292
C 1.61160 -2.56142 -0.61144
N 1.85162 -1.25615 0.05962
C 2.94296 -0.47878 -0.56821
C 4.31921 -1.08681 -0.32906
C 4.58682 -1.20107 1.16745
C 3.48920 -2.03640 1.81867
C 2.11786 -1.43727 1.51709
C -0.58410 -4.40773 -1.62720
C -1.90715 -4.84730 -1.75389
C -2.24708 -5.88849 -2.60513
C -1.26164 -6.52219 -3.35353
C 0.05695 -6.10847 -3.24275
C 0.38739 -5.06079 -2.38886
C -0.64430 -3.50457 1.25112
C 0.01478 -4.59718 1.82636
C -0.30186 -5.03599 3.10325
C -1.28934 -4.38387 3.83271
C -1.94806 -3.29404 3.28462
C -1.62634 -2.85891 2.00359
H -2.10629 -1.37011 -0.62718
H -1.03947 -1.23081 -2.03445
H 1.84879 -2.45309 -1.67540
H 2.26783 -3.34986 -0.22432
H 2.90832 0.52843 -0.15372
H 2.71847 -0.39595 -1.63154
H 5.06772 -0.46071 -0.82036
H 4.37670 -2.07921 -0.79242
H 4.56930 -0.19728 1.60673
H 5.57465 -1.62456 1.36299
H 3.60880 -2.06100 2.90398
H 3.55289 -3.07342 1.46947
H 2.05037 -0.46178 2.00002
H 1.32225 -2.05371 1.92851
H -2.68886 -4.36884 -1.17070
H -3.27905 -6.20823 -2.68545
H -1.52297 -7.33463 -4.02055
H 0.83021 -6.59944 -3.82159
H 1.42623 -4.75463 -2.31965
H 0.78971 -5.11671 1.26873
H 0.22358 -5.88021 3.53351
H -1.53425 -4.71840 4.83353
H -2.69789 -2.76605 3.85983
H -2.11312 -1.97421 1.60966
*
```



7.
Below is a 2-piece molecular cluster, C2H7NS2 overall, with properties calculated with ωB97M-V with the def2-TZVPD basis set.

Summary:
E_LUMO in eV: 0.58

ORCA input file:
```
! RIJCOSX wB97M-V def2-TZVPD def2/J DEFGRID3
* xyz 0 1
C 0.74875 0.14712 -1.20074
N 0.14152 -0.18761 -0.13574
C 0.38193 -1.41503 0.52896
S -1.13337 -1.86492 1.51604
H 0.55558 1.13933 -1.62474
H 1.54128 -0.51415 -1.53576
H 0.47334 -2.23661 -0.15500
H 1.25459 -1.28764 1.15440
H -1.40734 -0.63862 1.75168
S -0.58418 2.85269 0.76359
H 0.31671 3.22847 -0.07854
H -0.31322 1.54727 0.47129
*
```



8.
Below is C3H6N2O3 in the gas phase, with properties calculated with ωB97M-V with the def2-TZVPD basis set.

Summary:
E_LUMO in eV: 0.44

ORCA input file:
```
! RIJCOSX wB97M-V def2-TZVPD def2/J DEFGRID3
* xyz 0 1
N 1.01154 1.36880 0.39014
C 1.71047 0.26007 -0.13412
O 2.62563 0.33021 -0.83083
C 0.82674 -0.91256 0.31177
O -0.30026 -0.50608 0.83349
N -1.09450 -0.73596 -0.42791
C -2.14552 0.17573 -0.49598
O -2.12535 1.29361 -0.04609
H 1.25843 2.47798 0.28549
H 0.09531 1.33066 0.94976
H 1.58226 -1.26792 1.14751
H 0.95536 -1.76601 -0.38665
H -1.51648 -1.75586 -0.38300
H -2.88363 -0.29266 -1.21358
*
```



What did the eighth record say?
Below is C3H6N2O3 in the gas phase, with properties calculated with ωB97M-V with the def2-TZVPD basis set.

Summary:
E_LUMO in eV: 0.44

ORCA input file:
```
! RIJCOSX wB97M-V def2-TZVPD def2/J DEFGRID3
* xyz 0 1
N 1.01154 1.36880 0.39014
C 1.71047 0.26007 -0.13412
O 2.62563 0.33021 -0.83083
C 0.82674 -0.91256 0.31177
O -0.30026 -0.50608 0.83349
N -1.09450 -0.73596 -0.42791
C -2.14552 0.17573 -0.49598
O -2.12535 1.29361 -0.04609
H 1.25843 2.47798 0.28549
H 0.09531 1.33066 0.94976
H 1.58226 -1.26792 1.14751
H 0.95536 -1.76601 -0.38665
H -1.51648 -1.75586 -0.38300
H -2.88363 -0.29266 -1.21358
*
```